10
Properties=species:S:1:pos:R:3 method="wB97M-V/def2-TZVPD" homo_lumo_gap_ha=0.313 de_lowest_ev=0.925 total_energy_ev=-20812.4903 homo_ev=-8.066
O -0.36 -0.14 -0.71
H 0.56 -2.42 1.53
C -0.15 -1.39 -0.28
H 1.12 0.39 2.15
H -0.89 -3.24 -0.58
O -0.78 -2.30 -1.02
C 0.77 -0.09 1.19
C 0.17 0.64 0.21
C 0.54 -1.47 0.88
Cl 0.02 2.27 -0.08